(1)
ORCA calculation (wB97M-V/def2-TZVPD) on a cluster of 2 separate species, C7H14NOS in total in a non-equilibrium geometry.

Each line ends with the natural charge from an NBO analysis.
Cartesian coordinates (Å):
H1 -0.272 0.825 -3.488  0.437
H2 -0.902 0.803 2.545  0.233
C1 -1.444 0.321 1.702  -0.658
H3 -2.284 -1.508 -0.385  0.221
H4 3.233 2.223 -0.174  0.224
H5 3.830 0.893 0.787  0.258
H6 -1.520 -3.643 0.677  0.224
C2 1.615 1.130 0.479  -0.168
N1 -0.848 0.111 -3.107  -0.939
H7 -0.707 0.500 -1.983  0.486
C3 -0.483 -0.126 0.513  0.237
S1 0.666 1.978 -0.713  0.559
H8 -2.059 -0.595 2.151  0.243
O1 -0.629 0.760 -0.629  -0.685
C4 3.015 1.644 0.726  -0.650
H9 0.084 -2.886 1.207  0.218
H10 -0.559 -0.845 -3.281  0.436
H11 1.474 -0.707 1.534  0.253
C5 -0.891 -2.711 0.696  -0.385
H12 3.013 2.278 1.649  0.256
C6 -1.320 -1.623 0.112  -0.208
H13 -1.806 0.043 -3.415  0.434
C7 0.945 0.079 0.987  -0.262
H14 -2.151 1.057 1.409  0.235

Calculated values
highest occupied orbital energy	-12.0	eV
net charge	+1
gap between HOMO and LUMO	8.38	eV
E_LUMO	-3.6	eV
energy relative to the best compared isomer or geometry (same formula, charge and spin)	228.89	kJ/mol

(2)
ORCA calculation (wB97M-V/def2-TZVPD) on a structure of composition C3H4CoFO3 in a non-equilibrium geometry.

Each line ends with the natural charge from an NBO analysis.
Cartesian coordinates (Å):
H1 -1.862 -0.804 -0.449  0.284
C1 -0.980 -0.188 -0.637  -0.154
O1 1.211 0.300 0.329  -0.707
Co1 3.149 0.053 0.475  1.693
C2 1.245 -0.712 -0.501  0.984
C3 -0.539 0.589 0.605  0.019
O2 2.306 -1.358 -0.550  -0.636
F1 -2.457 1.105 1.231  0.081
H2 -0.608 0.002 1.526  0.271
O3 0.105 -1.113 -0.951  -0.369
H3 -0.441 1.663 0.424  0.281
H4 -1.130 0.463 -1.502  0.254

Calculated values
highest occupied orbital energy (spin up / spin down)	-21.4 / -21.4	eV
spin multiplicity	5
net charge	+2
gap between HOMO and LUMO (spin up / spin down)	10.20 / 8.60	eV
E_LUMO (spin up / spin down)	-11.2 / -12.8	eV

(3)
ORCA calculation (wB97M-V/def2-TZVPD) on a structure of composition C26H54Cl30NO5S2 in a non-equilibrium geometry.

Each line ends with the Mulliken charge.
Cartesian coordinates (Å):
H1 -10.266 -5.601 2.942  0.062
Cl1 -0.623 -4.135 5.448  -0.080
C1 5.201 -2.641 -2.353  0.051
C2 -7.744 2.026 -5.190  -0.234
C3 8.537 4.369 1.624  -0.299
Cl2 5.285 -4.040 -3.438  -0.212
C4 5.030 8.105 0.003  -0.094
Cl3 0.532 -1.766 6.700  -0.160
Cl4 3.695 -2.631 -1.435  -0.060
H2 -1.641 -1.193 -0.948  0.205
Cl5 7.271 2.780 -5.825  -0.030
H3 6.035 -2.683 -1.660  0.350
H4 -8.255 1.306 -5.822  0.273
Cl6 4.251 7.984 1.587  -0.181
O1 5.854 1.111 -3.726  -0.670
S1 2.252 0.993 -2.118  1.091
Cl7 6.930 4.800 2.216  -0.128
H5 5.254 -1.729 -2.943  -0.128
Cl8 6.744 7.688 0.093  -0.107
H6 -1.433 2.481 -0.017  0.462
H7 -0.368 -0.872 0.250  0.380
Cl9 -1.378 -2.024 2.390  -0.089
C5 5.860 3.882 -1.922  -0.343
H8 -0.025 1.438 -1.098  0.132
C6 0.710 -2.973 5.421  -0.131
H9 -1.952 -3.135 7.830  -0.234
C7 -2.842 -3.416 8.385  0.842
S2 4.994 1.237 -2.489  1.011
H10 -3.996 0.308 2.872  -0.413
H11 7.139 5.448 -2.661  0.312
H12 -1.224 1.816 2.954  0.107
H13 0.915 3.386 1.412  0.260
H14 0.269 3.537 3.089  0.370
H15 -7.051 1.445 -2.001  -0.240
H16 0.752 -4.966 -3.745  0.332
H17 4.452 6.728 -4.901  0.231
H18 6.384 4.470 -3.974  -0.236
C8 -0.704 1.921 1.956  0.159
Cl10 0.591 -3.853 -1.679  0.023
Cl11 8.052 5.540 -6.417  -0.167
H19 3.812 3.229 -1.569  0.475
C9 -1.100 -0.368 -0.414  -0.567
Cl12 -3.750 -5.193 4.821  -0.144
Cl13 -3.329 2.379 3.778  -0.160
C10 -6.091 1.349 -1.484  0.291
C11 1.365 -4.243 -3.229  -0.363
Cl14 -6.566 -6.621 0.561  -0.183
H20 -3.113 0.453 -0.201  -0.323
Cl15 -4.130 -2.261 8.023  -0.157
H21 4.191 3.336 -3.294  0.346
C12 -4.469 1.056 3.503  0.422
H22 0.715 -2.469 4.459  0.066
H23 6.661 4.109 -7.668  0.249
C13 -6.688 -4.858 0.504  0.375
Cl16 -2.458 -3.435 10.112  -0.189
H24 -3.172 -4.409 8.088  -0.274
H25 -7.053 -4.561 -0.474  0.293
H26 1.229 -1.088 -1.412  -0.091
C14 -2.524 -3.320 2.037  0.479
H27 -11.396 -4.681 3.963  0.266
H28 -5.705 -4.432 0.679  -0.242
Cl17 -12.345 -5.258 1.886  -0.154
H29 0.782 -6.990 -0.576  0.208
C15 -2.185 0.406 0.412  1.154
Cl18 -5.682 2.903 -0.748  -0.158
H30 9.235 4.397 2.455  0.329
H31 -2.437 -0.215 1.315  -1.033
H32 8.499 3.367 1.206  0.243
O2 5.786 0.702 -1.344  -0.696
C16 -1.785 1.850 0.830  -0.923
C17 -11.295 -5.522 3.283  -0.012
H33 2.348 -4.659 -3.037  0.121
Cl19 -11.729 -7.006 4.140  -0.160
H34 4.541 7.420 -0.684  0.025
H35 -2.712 2.345 1.197  0.581
H36 1.253 -8.557 -1.274  0.331
Cl20 -5.943 1.623 2.710  -0.144
Cl21 9.097 5.487 0.371  -0.155
O3 2.506 1.335 -0.669  -0.666
Cl22 0.212 -7.156 -2.856  -0.156
N1 3.612 0.311 -2.835  -0.330
Cl23 2.873 -6.896 -1.652  -0.113
C18 -0.007 3.342 2.027  -1.352
Cl24 -7.798 -4.248 1.738  -0.158
Cl25 -6.007 1.709 -5.248  -0.136
H37 0.123 1.189 1.837  0.287
H38 8.367 3.613 -7.735  0.312
H39 1.644 -3.506 5.567  0.313
H40 4.472 4.930 -4.736  0.278
Cl26 -4.735 -6.077 7.420  -0.158
C19 4.345 5.884 -4.181  -0.661
Cl27 -8.373 1.886 -3.542  -0.154
H41 3.285 5.897 -3.828  0.271
H42 -7.930 3.033 -5.551  0.272
H43 4.934 9.124 -0.359  0.340
H44 -2.011 -4.103 1.488  0.409
H45 -3.047 -7.045 6.093  0.247
H46 5.639 4.455 -0.991  0.108
Cl28 -6.215 0.068 -0.267  -0.161
O4 5.199 5.994 -3.049  -0.347
H47 6.738 3.234 -1.715  0.353
Cl29 -3.880 -2.731 1.064  -0.198
C20 -0.386 0.474 -1.508  -0.423
H48 -2.910 -3.714 2.972  -0.542
C21 0.896 -0.262 -2.068  -0.363
H49 -1.011 0.711 -2.393  0.126
C22 7.570 3.975 -7.090  -0.352
C23 -4.006 -6.577 5.890  -0.380
H50 -0.688 4.162 1.715  0.306
H51 -4.732 0.619 4.462  0.358
H52 0.708 -0.694 -3.069  0.249
H53 -5.314 1.082 -2.196  0.222
H54 -4.667 -7.285 5.399  0.364
O5 1.685 2.173 -2.855  -0.660
C24 1.221 -7.484 -1.438  -0.243
Cl30 1.546 -2.814 -4.254  -0.135
C25 4.604 3.019 -2.311  -0.695
C26 6.192 4.966 -3.008  0.028

Calculated values
highest occupied orbital energy	-5.6	eV
net charge	-1
gap between HOMO and LUMO	6.81	eV
E_LUMO	1.2	eV